The following is a quantum chemistry calculation of C5H8BrN in the gas phase in a non-equilibrium geometry, from the OMol25 dataset.

Structure (XYZ):
```
15
Properties=species:S:1:pos:R:3:mulliken_charge:R:1
C -0.927 2.042 -0.066 -0.9032
C -0.305 -1.853 0.518 -1.2220
C 0.084 1.316 0.280 0.0740
C 1.816 -0.147 -0.438 -0.0563
C -0.256 -0.902 -0.667 -0.4499
N 0.519 0.155 -0.265 0.1472
Br 3.089 1.104 0.150 -0.1382
H -1.006 3.075 0.411 0.2210
H -1.694 1.814 -0.836 0.2556
H -0.943 -1.574 1.311 0.3497
H 0.626 -2.148 0.997 0.3659
H 0.801 1.827 0.801 0.3483
H 0.303 -1.334 -1.531 0.3811
H -0.738 -2.766 0.193 0.4050
H -1.371 -0.607 -0.859 0.2218
```

Computed properties:
Charge: 0
E_HOMO (alpha / beta): -0.2314 / -0.3264 Ha
Relative energy (zero: lowest compared OMol25 entry of this formula, charge and spin): 22.9 kcal/mol
<S²>: 2.01
Multiplicity: 3
Frontier orbital gap (alpha / beta): 7.205 / 7.282 eV

---

The following is a quantum chemistry calculation of 7 unconnected molecules or ions with the total composition C11H17BCl18NO2 in a non-equilibrium geometry, from the OMol25 dataset.

Structure (XYZ):
```
50
Properties=species:S:1:pos:R:3:mulliken_charge:R:1
C 2.149 -2.742 3.631 -0.7058
B 0.724 -2.565 2.762 0.6110
N -0.350 -2.187 3.756 0.0772
C -1.376 -1.226 3.214 0.4099
C -2.713 -0.926 4.175 -0.4132
O -1.329 -0.543 2.070 -0.6099
C -0.996 -3.533 4.144 0.3718
C -2.166 -4.266 3.233 -0.9531
O -0.608 -4.178 5.272 -0.6275
H 2.724 -1.696 3.659 0.1086
H 2.875 -3.475 3.033 0.1596
H 1.953 -3.146 4.712 0.1439
H 0.474 -3.639 2.357 -0.1714
H 0.966 -1.763 1.940 -0.4140
H -3.218 -1.904 4.573 -0.0535
H -2.497 -0.153 5.028 0.1582
H -3.523 -0.409 3.468 0.2337
H -2.121 -4.001 2.094 0.2475
H -3.259 -4.056 3.595 0.2674
H -2.004 -5.439 3.317 0.3073
C 3.167 0.178 -0.192 -0.0168
Cl 1.548 -0.162 0.443 -0.0901
Cl 4.204 0.851 1.077 -0.1665
Cl 3.889 -1.290 -0.872 -0.1283
H 3.075 0.918 -0.991 0.2831
C 1.990 0.969 -4.379 0.8899
Cl 3.553 1.789 -4.225 -0.1662
Cl 1.452 0.354 -2.807 -0.0443
Cl 0.778 2.063 -5.067 -0.0700
H 2.111 0.120 -5.057 -0.5832
C -0.936 5.526 -6.669 0.8551
Cl -1.164 4.200 -5.516 -0.1169
Cl -0.508 4.893 -8.268 -0.1510
Cl -2.396 6.525 -6.766 -0.1283
H -0.113 6.152 -6.315 -0.4603
C 0.534 8.554 -4.358 -0.0193
Cl 0.494 7.404 -3.010 -0.0883
Cl 1.386 7.856 -5.746 -0.1468
Cl -1.109 9.035 -4.814 -0.0915
H 1.077 9.446 -4.034 0.3436
C 0.790 -2.544 -6.302 -0.0045
Cl 2.353 -1.723 -6.148 -0.1631
Cl 0.252 -3.158 -4.730 -0.0834
Cl -0.422 -1.449 -6.990 -0.1103
H 0.911 -3.392 -6.980 0.3370
C -2.482 -2.347 7.682 0.3071
Cl -2.649 -2.731 9.404 -0.1655
Cl -4.057 -1.941 6.979 -0.1625
Cl -1.335 -1.017 7.450 -0.1182
H -2.094 -3.231 7.168 0.1117
```

Computed properties:
Charge: -1
E_HOMO: -0.1743 Ha
Frontier orbital gap: 6.280 eV

---

The following is a quantum chemistry calculation of C4H7NOS in the gas phase in a non-equilibrium geometry, from the OMol25 dataset.

Structure (XYZ):
```
14
Properties=species:S:1:pos:R:3:mulliken_charge:R:1
C 0.844 2.293 -0.228 -1.0849
C 0.127 1.030 0.086 1.0852
C 0.958 -0.033 0.834 -1.1984
C 1.615 -0.911 -0.201 0.2157
O 1.418 -2.092 -0.324 -0.4532
N -1.111 0.863 -0.247 -0.6197
S -1.970 -0.590 -0.003 -0.1061
H 0.782 3.021 0.635 0.2368
H 1.893 2.092 -0.414 0.3222
H 0.436 2.798 -1.094 0.3750
H 1.751 0.470 1.427 0.3040
H 0.358 -0.640 1.480 0.5033
H 2.396 -0.430 -0.877 0.2943
H -0.940 -1.449 0.267 0.1258
```

Computed properties:
Charge: 0
E_HOMO: -0.3265 Ha
Relative energy (zero: lowest compared OMol25 entry of this formula, charge and spin): 35.0 kcal/mol
Frontier orbital gap: 9.491 eV
Structure (SMILES): C/C(CC=O)=N/S

---

The following is a quantum chemistry calculation of 4 unconnected molecules or ions with the total composition C14H36BrN2O15P3 in a non-equilibrium geometry, from the OMol25 dataset.

Structure (XYZ):
```
71
Properties=species:S:1:pos:R:3:mulliken_charge:R:1
C 3.184 3.470 1.433 -0.8790
N 1.908 2.858 0.986 0.1942
C 0.775 3.805 1.070 -0.7881
C 2.069 2.320 -0.338 0.4177
O 2.065 1.157 -0.469 -0.4556
C 2.296 3.258 -1.560 -1.0303
N 3.417 2.789 -2.376 0.0726
Br 2.951 1.404 -3.534 -0.0194
C 4.125 3.829 -3.036 0.3670
O 5.208 3.620 -3.415 -0.4626
O 3.579 5.066 -3.252 -0.4560
H 4.046 2.901 1.055 0.2663
H 3.168 3.498 2.529 0.3522
H 3.248 4.493 1.003 0.4252
H 1.025 4.563 1.826 0.3671
H 0.558 4.344 0.126 0.2969
H -0.124 3.243 1.365 0.1760
H 2.547 4.241 -1.126 0.6045
H 1.342 3.376 -2.102 0.3016
H 2.951 5.056 -3.988 0.3368
C 7.566 0.624 -0.445 -0.7071
O 6.282 0.049 -0.635 -0.4277
P 5.314 -0.235 0.706 1.2496
O 5.066 1.183 1.105 -0.6895
O 6.576 -0.899 1.545 -0.3900
C 7.180 -2.103 1.068 -0.8686
O 4.212 -0.919 1.779 -0.2993
C 4.158 -2.343 1.934 -0.6680
H 7.723 1.350 -1.242 0.2729
H 7.661 1.120 0.519 0.3497
H 8.331 -0.151 -0.533 0.2517
H 8.256 -1.950 0.993 0.2834
H 6.792 -2.397 0.091 0.4228
H 6.997 -2.906 1.783 0.2791
H 4.889 -2.657 2.680 0.2251
H 4.341 -2.857 0.991 0.3418
H 3.166 -2.611 2.292 0.2504
C -0.580 0.413 1.912 0.1081
O -1.837 0.542 1.260 -0.4055
P -3.233 0.603 2.198 1.3646
O -2.938 1.923 2.845 -0.6989
O -2.743 -0.662 3.138 -0.4203
C -2.620 -1.962 2.549 -0.8696
O -4.802 0.502 2.818 -0.3943
C -5.552 -0.708 2.643 -0.2025
H 0.136 1.056 1.404 -0.4488
H -0.622 0.688 2.965 0.4131
H -0.229 -0.618 1.820 0.1844
H -1.626 -2.353 2.771 0.3395
H -2.763 -1.937 1.467 0.4158
H -3.359 -2.630 2.993 0.2679
H -5.319 -1.402 3.452 0.2253
H -5.343 -1.172 1.679 -0.0706
H -6.612 -0.463 2.695 0.2805
C -5.405 -0.175 -2.953 -0.6595
O -6.320 -0.749 -2.027 -0.4678
P -5.948 -2.231 -1.335 1.0785
O -4.763 -1.804 -0.526 -0.4569
O -5.499 -2.862 -2.793 -0.3614
C -6.473 -2.999 -3.832 -0.8598
O -6.067 -3.777 -0.676 -0.3379
C -6.986 -4.724 -1.241 -0.6440
H -5.357 0.894 -2.750 0.2719
H -4.408 -0.603 -2.872 0.3403
H -5.781 -0.314 -3.969 0.2413
H -6.090 -2.526 -4.735 0.2763
H -7.426 -2.538 -3.563 0.4345
H -6.632 -4.058 -4.040 0.2730
H -6.507 -5.249 -2.068 0.2245
H -7.900 -4.240 -1.583 0.3375
H -7.242 -5.453 -0.474 0.2575
```

Computed properties:
Charge: 0
E_HOMO: -0.3133 Ha
Frontier orbital gap: 6.270 eV
Structure (SMILES): CN(C)C(=O)CN(Br)C(=O)O.COP(=O)(OC)OC.COP(=O)(OC)OC.COP(=O)(OC)OC

---

The following is a quantum chemistry calculation of C16H14F3N3O5S in the gas phase in a non-equilibrium geometry, from the OMol25 dataset.

Structure (XYZ):
```
42
Properties=species:S:1:pos:R:3:mulliken_charge:R:1
C 2.500 3.101 -2.024 -1.4467
C 1.622 2.287 -1.094 0.1368
O 2.466 1.479 -0.264 -0.3127
C 1.868 0.811 0.716 0.5699
O 0.689 0.862 0.947 -0.4382
C 2.861 -0.060 1.470 -0.5917
C 2.770 -1.434 0.883 -0.1362
C 3.792 -2.256 0.537 -0.3655
S 3.191 -3.738 -0.126 -0.2105
C 1.564 -3.113 0.109 0.2675
N 0.476 -3.829 -0.274 -0.0742
C -0.861 -3.402 -0.349 0.2961
O -1.674 -4.114 -0.871 -0.6428
N -1.075 -2.190 0.230 -0.1753
C -2.244 -1.375 0.133 1.1713
C -3.563 -2.197 -0.029 0.5821
F -3.634 -3.234 0.800 -0.2740
F -4.594 -1.390 0.279 -0.2857
F -3.780 -2.612 -1.270 -0.2336
O -2.357 -0.625 1.313 -0.5228
C -2.253 0.701 0.954 0.6907
C -2.261 1.818 1.749 -1.1025
C -2.138 3.044 1.101 -0.5010
C -2.017 3.128 -0.274 -0.5957
C -2.013 1.990 -1.076 -0.9753
C -2.132 0.785 -0.430 0.8400
O -2.160 -0.487 -0.962 -0.5418
N 1.529 -1.938 0.637 -0.4738
H 3.106 2.443 -2.640 0.3424
H 3.161 3.745 -1.449 0.3311
H 1.876 3.716 -2.666 0.4055
H 0.950 1.627 -1.653 0.2052
H 1.006 2.926 -0.452 0.2269
H 2.561 -0.091 2.519 0.2603
H 3.870 0.333 1.370 0.3564
H 4.845 -2.095 0.632 0.4732
H 0.627 -4.745 -0.676 0.2750
H -0.237 -1.705 0.583 0.6124
H -2.353 1.742 2.818 0.4832
H -2.137 3.948 1.691 0.4115
H -1.925 4.096 -0.743 0.4438
H -1.925 2.045 -2.148 0.5188
```

Computed properties:
Charge: 0
E_HOMO: -0.3102 Ha
Frontier orbital gap: 8.868 eV
Structure (SMILES): CCOC(=O)Cc1csc(NC(=O)NC2(C(F)(F)F)Oc3ccccc3O2)n1

---

The following is a quantum chemistry calculation of 2 unconnected molecules or ions with the total composition C6H16O2 in a non-equilibrium geometry, from the OMol25 dataset.

Structure (XYZ):
```
24
Properties=species:S:1:pos:R:3:mulliken_charge:R:1
C -2.633 0.892 -0.067 -0.4260
O -2.933 2.077 -0.793 -0.2323
C -1.196 0.978 0.620 0.2756
C -0.714 -0.251 1.327 -0.9922
C 0.099 -1.305 0.567 -0.3855
C 1.682 -1.085 0.718 -0.5405
C 2.571 -1.100 -0.523 -1.5506
H -3.297 1.083 0.769 0.3314
H -2.859 0.046 -0.722 0.3660
H -2.245 2.124 -1.475 0.4015
H -1.261 1.786 1.351 0.3387
H -0.564 1.272 -0.223 -0.3247
H -1.587 -0.806 1.714 0.4446
H -0.308 0.004 2.319 0.5062
H -0.236 -1.447 -0.475 0.3609
H -0.138 -2.298 0.979 0.3708
H 1.712 -0.068 1.123 0.2994
H 2.162 -1.762 1.426 0.4456
H 3.096 -2.024 -0.699 0.3468
H 2.091 -0.950 -1.501 0.4705
H 3.391 -0.397 -0.805 0.4418
H 0.391 1.329 -2.029 0.3999
H 1.492 0.869 -1.338 0.2780
O 1.283 1.031 -2.264 -0.6260
```

Computed properties:
Charge: +1
E_HOMO (alpha / beta): -0.5336 / -0.5294 Ha
Relative energy (zero: lowest compared OMol25 entry of this formula, charge and spin): 70.6 kcal/mol
<S²>: 0.76
Multiplicity: 2
Frontier orbital gap (alpha / beta): 10.841 / 4.015 eV

---

Calculated total energy, -76841.3205, -243345.2361, -18633.0329, -146696.9628, -50516.1382, -10564.3275 eV (same order as the records).